[1]
Here is a 20-piece molecular cluster, H40O20 overall from the Open Molecules 2025 dataset. Energies are from ωB97M-V/def2-TZVPD.

Geometry (Å):
1 O 4.379683 -2.985479 1.283272
2 H 3.983117 -2.435070 0.599297
3 H 5.094750 -3.479572 0.878732
4 O -1.128727 -4.034605 -1.028178
5 H -1.841676 -3.962441 -1.661122
6 H -0.318524 -3.934666 -1.531288
7 O -0.607216 -4.384572 3.617379
8 H -1.137402 -4.464619 2.822575
9 H 0.217026 -4.807137 3.350795
10 O -0.702813 -0.998811 -1.151018
11 H -0.866503 -1.450567 -0.302559
12 H -1.442654 -0.464452 -1.423820
13 O 1.859448 1.987632 -4.585823
14 H 2.188933 2.625155 -3.938711
15 H 2.018432 2.450002 -5.416454
16 O 5.209478 2.608535 1.618813
17 H 4.399117 2.274478 2.008568
18 H 5.764675 1.898324 1.297924
19 O 1.360735 3.614333 4.277745
20 H 0.446569 3.781761 4.062801
21 H 1.472624 2.695615 4.053071
22 O -1.973242 1.638500 -3.174694
23 H -1.571742 2.473272 -3.435424
24 H -1.886216 1.138804 -3.995792
25 O 1.821839 -1.974862 -2.080559
26 H 2.010882 -2.896196 -2.292101
27 H 0.875147 -1.892898 -2.283959
28 O 1.575280 0.004591 -0.118997
29 H 1.148911 0.025726 -0.982630
30 H 1.379449 -0.921375 0.059065
31 O -1.859854 1.745699 1.190884
32 H -1.134227 1.265740 0.775859
33 H -1.612595 1.873184 2.114495
34 O -1.541776 -1.807371 1.143493
35 H -1.900205 -2.644046 0.843985
36 H -1.214966 -1.733006 2.041358
37 O -2.633817 1.922271 4.476681
38 H -3.447211 2.118594 3.997338
39 H -2.994569 1.070763 4.732854
40 O -4.785082 1.149732 -3.078036
41 H -4.692721 0.206261 -3.240553
42 H -3.868533 1.449265 -2.955845
43 O -4.080697 -3.215862 1.050575
44 H -4.131298 -2.568111 0.348432
45 H -4.613320 -3.995361 0.933511
46 O 3.791979 2.846919 -1.250549
47 H 4.069714 2.031405 -1.651174
48 H 3.935160 3.136079 -0.352669
49 O 0.484573 -2.437400 -4.888534
50 H 1.048074 -1.738104 -4.565430
51 H 0.050260 -2.244748 -5.714870
52 O -0.973805 5.424385 0.126559
53 H -1.302753 4.537553 0.257894
54 H -1.176981 5.810909 -0.723184
55 O -4.482301 0.605452 2.890953
56 H -5.014571 1.346073 2.562833
57 H -4.305898 0.217424 2.026661
58 O 4.554212 -0.157718 2.010322
59 H 4.997660 0.585519 2.416817
60 H 5.106188 -0.930914 1.952430

Atoms 1-2, force components in eV/Å:
O -0.02 0.12 0.28
H 0.04 -0.01 -0.11

- Charge: 0
- Orbital gap: 9.9 eV
- Energy above the lowest of the compared OMol25 structures with the same formula, charge and spin: 109.5 kcal per mole
- Molar mass: 360.3 g mol⁻¹
- 2S+1: 1

[2]
Here is a 20-piece molecular cluster, H40O20 overall from the Open Molecules 2025 dataset. Energies are from ωB97M-V/def2-TZVPD.

Geometry (Å):
1 O 2.746330 -1.269255 2.599366
2 H 3.638879 -1.011988 2.368281
3 H 2.838414 -2.145389 2.973712
4 O -3.859654 -1.815556 -2.666275
5 H -3.004193 -1.974947 -2.267523
6 H -4.237955 -1.105918 -2.147124
7 O 0.159556 3.307765 -0.443951
8 H 0.856440 3.710536 -0.961990
9 H 0.381541 2.376845 -0.425674
10 O -4.818521 1.547335 0.248380
11 H -5.033932 0.810841 0.820588
12 H -3.874949 1.666924 0.356064
13 O -1.240644 -3.774757 2.788405
14 H -0.993949 -3.178581 3.495482
15 H -1.626285 -4.529023 3.234033
16 O 0.533058 -4.350524 0.736436
17 H -0.172638 -4.041878 1.304739
18 H 0.119260 -5.005233 0.173970
19 O 0.611700 0.713302 0.235103
20 H -0.315133 0.538509 0.071783
21 H 0.956676 -0.114468 0.569793
22 O -1.516070 -3.098214 -2.125591
23 H -0.729704 -2.581956 -2.302608
24 H -1.537736 -3.750322 -2.825961
25 O 3.242813 -4.926942 1.759047
26 H 2.349031 -4.588984 1.702676
27 H 3.598337 -4.533497 2.555938
28 O -2.080993 1.649831 1.086920
29 H -1.571451 2.459071 1.045364
30 H -2.349728 1.582238 2.003133
31 O -0.888723 6.107939 0.621145
32 H -1.702136 5.992589 0.129939
33 H -0.637254 5.221529 0.880518
34 O -1.830091 4.429092 -2.601901
35 H -1.231577 4.053285 -3.247471
36 H -1.502158 4.115063 -1.759230
37 O 2.129357 -2.066051 -0.029550
38 H 2.376158 -1.662347 0.802513
39 H 1.601277 -2.824693 0.219076
40 O 1.829419 1.106990 -4.037721
41 H 0.921125 0.893212 -4.251099
42 H 2.318136 0.900299 -4.834389
43 O -2.866368 1.829205 3.846022
44 H -2.707698 2.295628 4.666692
45 H -3.758468 2.073580 3.599697
46 O 3.808622 4.134277 -0.105626
47 H 3.449576 3.266666 -0.291552
48 H 3.326520 4.723002 -0.686321
49 O 3.459517 -1.205133 -2.232404
50 H 2.985660 -1.536322 -1.469503
51 H 2.962900 -0.434436 -2.507403
52 O 2.677850 1.836995 -1.321504
53 H 1.994546 1.338581 -0.873270
54 H 2.493794 1.712870 -2.252604
55 O 0.919344 -2.046242 -3.318299
56 H 1.145587 -1.698007 -4.180722
57 H 1.140767 -2.976077 -3.369297
58 O -2.831979 -0.893834 4.298216
59 H -1.944553 -1.229466 4.424913
60 H -2.707647 -0.023957 3.918622

Atoms 1-2, force components in eV/Å:
O -0.32 0.18 -0.04
H 0.42 0.22 0.01

- Charge: 0
- Orbital gap: 9.6 eV
- Energy above the lowest of the compared OMol25 structures with the same formula, charge and spin: 60.7 kcal per mole
- Molar mass: 360.3 g mol⁻¹
- 2S+1: 1

[3]
Here is H41O20 as an isolated structure from the Open Molecules 2025 dataset. Energies are from ωB97M-V/def2-TZVPD.

Geometry (Å):
1 O -0.380440 -0.317261 1.778817
2 H 0.214378 5.216126 -2.142097
3 O -2.115255 -2.453800 -4.328899
4 H -1.369129 -2.918110 -3.975707
5 H -2.589932 -2.890425 -5.034322
6 O -3.444264 -0.329046 4.374954
7 H -3.472693 0.529154 4.773321
8 H -3.903785 -0.391131 3.536583
9 O 2.006024 -2.682278 -2.303848
10 H 3.085457 -2.879306 -1.638818
11 H 1.567060 -3.549884 -2.355222
12 O 0.665310 -1.184904 -0.857847
13 H -4.366019 3.264597 0.245816
14 H 1.592873 -2.445169 -1.412876
15 O -3.828544 2.533553 0.562857
16 H -2.794032 -0.388161 -1.411345
17 H -3.091990 2.389045 -0.021362
18 O -3.280820 -0.913486 -0.801731
19 H -4.217916 -1.062305 -0.751276
20 H 4.279300 -0.233842 0.910300
21 O 2.410526 2.120899 -3.036637
22 H 2.119030 2.609537 -2.269437
23 H 2.137295 1.206208 -2.963498
24 O 5.850107 0.043541 -1.018434
25 H 4.914922 0.121019 -1.283877
26 H 0.423220 -0.769531 -0.005993
27 O -3.939553 1.999585 -2.011270
28 H -4.727104 2.140118 -2.538599
29 H -4.189884 1.746184 -1.093589
30 O 0.647094 2.909044 2.072365
31 H 0.823915 3.855744 2.038346
32 H 0.556617 -0.481057 1.941301
33 O 1.409243 1.407479 -0.210190
34 H 0.635196 1.892425 -0.542300
35 H 1.901294 2.234436 -0.084309
36 O -2.397569 -3.108408 2.327098
37 H -2.405083 -2.323399 2.877910
38 H -2.328042 -2.818873 1.416633
39 O -0.076600 4.308076 -2.195137
40 H -0.346539 0.590645 1.466602
41 H 0.238865 3.731214 -2.891522
42 O 4.209299 -2.970922 -1.287537
43 H 0.764376 2.724774 3.014238
44 H 4.171284 -3.104786 -0.324131
45 O -1.121459 2.051723 -1.231068
46 H -1.573655 1.882379 -2.058610
47 H -1.478070 2.724248 -0.663487
48 O 1.217630 -2.552498 2.436998
49 H 0.647023 -2.600345 3.207980
50 H 1.667551 -3.372853 2.232767
51 O 3.401305 0.125659 0.678382
52 H 4.726365 -2.142398 -1.343283
53 H 3.125646 0.079787 1.610823
54 O -1.755869 1.744657 4.550455
55 H -2.261172 2.112729 3.811857
56 H -2.195974 2.230346 5.262905
57 O 1.232816 -3.952898 0.023713
58 H 0.320334 -4.250429 0.107836
59 H 1.094685 -3.111764 0.489307
60 H -0.163151 -1.044932 -1.329123
61 H 5.758495 0.719272 -0.332793

Atoms 1-2, force components in eV/Å:
O 0.44 -0.03 -0.43
H 0.57 -0.06 -0.97

- Charge: +1
- Orbital gap: 9.7 eV
- Energy above the lowest of the compared OMol25 structures with the same formula, charge and spin: 100.4 kcal per mole
- Molar mass: 361.3 g mol⁻¹
- 2S+1: 1

[4]
Here is a 20-piece molecular cluster, H41O20 overall from the Open Molecules 2025 dataset. Energies are from ωB97M-V/def2-TZVPD.

Geometry (Å):
1 O 0.074975 1.720949 2.583976
2 H -3.272879 -1.490359 4.691445
3 O -2.150792 0.016879 -4.467192
4 H -2.566335 -0.687743 -3.865065
5 H 0.275298 -1.692598 -5.985514
6 O -1.130044 -0.175109 1.161718
7 H -1.413681 -1.082724 1.402416
8 H -1.124471 0.021600 0.234328
9 O -4.487081 0.594848 -2.518215
10 H -5.207135 0.928120 -1.937904
11 H 0.491547 -3.757091 2.908284
12 O 1.742033 2.607001 -3.508706
13 H 0.655669 3.179104 0.033240
14 H -3.869059 1.137876 -1.939239
15 O 0.621054 3.589299 0.902376
16 H 0.614388 -3.429891 -1.100748
17 H 1.198003 2.769341 -4.205480
18 O -0.324975 0.441197 -1.464854
19 H -2.200337 -1.123196 3.638502
20 H -0.766694 -2.602820 -0.679946
21 O 3.416217 1.129244 1.617654
22 H 4.067162 0.941595 2.338569
23 H 3.485221 0.275047 1.021764
24 O -3.230110 3.144080 0.309898
25 H -4.131695 3.367636 0.593894
26 H 1.426351 1.675735 -3.329661
27 O 4.464734 0.606192 -3.673419
28 H 4.082858 -0.155791 -4.077143
29 H 4.015268 1.500730 -4.013094
30 O 2.580773 -1.786662 4.716285
31 H 2.959385 -2.517944 4.539411
32 H 0.207647 -0.392751 -1.592202
33 O 0.736204 4.998090 -1.785702
34 H 1.510018 4.608851 -1.454069
35 H 1.161817 5.241136 -2.658554
36 O -2.547365 -2.440229 1.898001
37 H -3.378067 -2.013173 1.950799
38 H -2.532361 -3.016338 2.618207
39 O -0.364768 -1.555745 4.717347
40 H -1.640008 -0.289795 -5.174733
41 H -0.222545 -1.187697 5.608673
42 O -3.135779 -1.099916 3.791605
43 H 1.810212 -1.887863 4.009590
44 H 0.146578 2.530440 1.915009
45 O 0.491465 -4.511937 3.560357
46 H -0.137141 -2.255207 1.942274
47 H -0.425811 -4.800682 3.559019
48 O 0.809837 -2.442159 1.967276
49 H 0.757647 -3.014984 1.148268
50 H 0.378851 -2.130943 4.459468
51 O 0.161379 -2.729060 -0.545035
52 H -0.427169 1.004401 2.004744
53 H -0.684058 0.926429 -2.189390
54 O 0.998837 -1.576624 -5.443472
55 H 1.064011 1.321200 2.225253
56 H 1.026730 -2.353001 -4.752071
57 O 1.603762 -0.144725 -3.391860
58 H 0.767559 -0.555973 -3.927451
59 H 2.363309 -0.181235 -3.933586
60 H -0.104421 4.202617 0.727991
61 H -3.004506 3.903051 -0.179598

Atoms 1-2, force components in eV/Å:
O 3.81 -2.06 -3.60
H 0.32 0.72 -1.13

- Charge: +1
- Orbital gap: 10.4 eV
- Energy above the lowest of the compared OMol25 structures with the same formula, charge and spin: 130.9 kcal per mole
- Molar mass: 361.3 g mol⁻¹
- 2S+1: 1

[5]
Here is a 20-piece molecular cluster, H41O20 overall from the Open Molecules 2025 dataset. Energies are from ωB97M-V/def2-TZVPD.

Geometry (Å):
1 O -1.854858 -1.467027 3.657871
2 H 0.424120 -5.106324 2.378008
3 O 0.562930 2.071961 -4.894500
4 H -0.336880 2.187786 -5.238144
5 H 2.210171 5.215945 -0.668455
6 O -1.166634 -1.394455 0.855465
7 H -0.940445 -2.364062 0.958198
8 H -0.669446 -1.075876 0.052926
9 O -0.175947 -1.473845 -2.445245
10 H -0.486476 -0.525435 -2.560011
11 H 3.962944 -0.373282 0.706818
12 O -2.878022 3.114854 -2.350028
13 H -2.805081 -0.567858 1.160674
14 H -0.116409 -1.553309 -3.409759
15 O -3.499125 -0.925349 1.823321
16 H 5.543867 -1.560116 -1.061869
17 H -1.901124 3.187197 -2.608009
18 O 1.805051 0.075839 -1.122253
19 H 1.114934 -3.978938 1.786448
20 H 5.051955 -1.189380 -2.616427
21 O -2.037228 1.559782 1.982732
22 H -1.595250 2.023080 2.664443
23 H -2.911490 1.892397 1.689329
24 O -0.926016 -4.768028 -1.282894
25 H -0.023421 -4.819919 -1.586087
26 H -2.738162 2.238112 -2.681656
27 O -3.027596 3.254498 0.391764
28 H -2.272945 3.718701 0.045065
29 H -3.122647 2.700803 -0.430872
30 O 2.871836 2.119815 3.114500
31 H 2.659973 1.516872 3.875963
32 H 2.006872 0.121068 -2.026101
33 O -4.863008 0.276298 -0.428753
34 H -5.232106 0.357364 -1.283343
35 H -4.702041 -0.665686 -0.203822
36 O 1.459354 -2.334146 -0.110190
37 H 0.927936 -2.510273 -0.880296
38 H 1.931947 -1.569579 -0.438956
39 O 1.895274 -2.666945 2.699630
40 H 1.011511 2.680419 -5.543551
41 H 2.695135 -2.981514 3.060785
42 O 0.284827 -4.460807 1.637104
43 H 3.520650 1.689290 2.518002
44 H -0.922845 -1.380988 3.414912
45 O 4.017247 0.321403 0.080595
46 H 2.070349 2.690177 1.075063
47 H 3.158401 0.103825 -0.388195
48 O 1.158327 2.219935 0.899160
49 H 0.698623 2.304595 1.742614
50 H 1.939119 -1.985215 2.047437
51 O 5.222524 -1.881042 -1.885299
52 H -1.880448 -0.748795 4.346379
53 H 1.079366 0.652272 -0.915325
54 O 1.500987 4.749965 -1.225922
55 H -2.757083 -1.281486 2.576026
56 H 1.783763 4.781541 -2.122336
57 O -0.779098 1.363421 -1.272745
58 H -0.996753 1.007566 -0.413285
59 H -0.087984 2.039857 -1.138571
60 H -3.545286 0.109727 2.157020
61 H -0.688243 -4.439458 -0.407049

Atoms 1-2, force components in eV/Å:
O 0.31 1.34 1.17
H -0.93 0.42 -1.08

- Charge: +1
- Orbital gap: 9.8 eV
- Energy above the lowest of the compared OMol25 structures with the same formula, charge and spin: 107.0 kcal per mole
- Molar mass: 361.3 g mol⁻¹
- 2S+1: 1

Number 1: HOMO energy -0.3776 Eh. Number 2: HOMO energy -0.3727 Eh. Number 3: HOMO energy -0.4677 Eh. Number 4: HOMO energy -0.4933 Eh. Number 5: HOMO energy -0.4792 Eh.